Entry from OMol25: a molecular structure, C40H102I3N13O5P4 at a distorted geometry (ωB97M-V with the def2-TZVPD basis set).

```
! wB97M-V def2-TZVPD RIJCOSX def2/J DEFGRID3
* xyz 0 1
C -2.260 2.109 -4.008
C -2.484 2.527 -2.429
C -1.333 1.742 -1.541
C -1.511 0.105 -1.513
C -1.004 -0.595 -0.097
C 0.395 0.058 0.492
C 0.672 -0.607 2.002
C 1.894 -1.702 2.005
C 2.478 -2.086 3.488
C 1.375 -2.902 4.444
N 0.401 -3.701 3.609
C -0.258 -4.824 4.377
I 1.148 -6.546 4.231
C -0.463 -4.550 5.979
O -1.209 -3.327 6.316
C -2.284 -3.042 5.354
C -3.461 -2.044 6.000
I -5.546 -2.764 6.282
C -3.140 -0.617 6.381
C -1.623 0.021 6.199
I -4.703 0.739 7.192
H -3.180 2.543 -4.606
H -2.300 0.941 -4.089
H -1.253 2.530 -4.441
H -2.264 3.687 -2.295
H -3.526 2.226 -1.988
H -1.501 2.104 -0.416
H -0.233 2.029 -1.905
H -0.806 -0.327 -2.355
H -2.619 -0.203 -1.810
H -0.819 -1.741 -0.362
H -1.886 -0.451 0.678
H 1.301 -0.203 -0.210
H 0.305 1.231 0.690
H 0.938 0.244 2.782
H -0.372 -1.041 2.342
H 2.794 -1.194 1.410
H 1.599 -2.651 1.350
H 2.845 -1.102 4.039
H 3.444 -2.780 3.388
H 0.751 -2.045 4.979
H 2.022 -3.529 5.193
H -0.277 -3.106 3.085
H -1.228 -5.155 3.807
H 0.601 -4.620 6.501
H -1.073 -5.481 6.410
H -1.813 -2.405 4.467
H -2.853 -3.999 4.991
H -0.827 -0.762 6.606
H -1.480 0.985 6.879
H -1.331 0.220 5.068
O -10.649 0.354 5.318
P -10.861 -1.146 5.639
N -12.546 -1.051 5.644
C -13.387 -0.450 6.653
C -13.155 -0.940 4.320
N -10.089 -1.050 7.161
C -10.753 -0.803 8.425
C -8.841 -0.273 7.151
N -11.105 -2.870 6.008
C -12.193 -3.532 6.704
C -9.905 -3.694 5.923
H -14.423 -0.796 6.538
H -13.374 0.641 6.615
H -13.125 -0.777 7.657
H -13.163 -1.922 3.838
H -12.599 -0.250 3.676
H -14.193 -0.590 4.347
H -11.253 0.177 8.441
H -10.036 -0.818 9.262
H -11.464 -1.587 8.673
H -9.033 0.804 7.231
H -8.270 -0.454 6.232
H -8.188 -0.567 7.983
H -12.377 -3.126 7.698
H -12.000 -4.603 6.842
H -13.122 -3.481 6.126
H -9.406 -3.772 6.894
H -9.196 -3.263 5.208
H -10.135 -4.702 5.562
O 2.498 3.213 -0.269
P 3.778 4.062 -0.077
N 3.889 3.776 1.581
C 3.055 4.329 2.624
C 4.361 2.440 1.941
N 3.023 5.521 -0.549
C 2.396 6.470 0.348
C 2.165 5.393 -1.737
N 5.250 5.039 0.143
C 5.724 5.767 1.305
C 5.896 5.467 -1.093
H 3.539 4.204 3.602
H 2.067 3.867 2.659
H 2.944 5.407 2.536
H 5.446 2.388 1.809
H 3.905 1.668 1.311
H 4.152 2.171 2.982
H 1.549 6.024 0.891
H 2.008 7.343 -0.202
H 3.106 6.896 1.052
H 1.169 5.013 -1.479
H 2.611 4.717 -2.476
H 2.042 6.363 -2.239
H 4.996 6.481 1.690
H 6.631 6.343 1.087
H 6.006 5.083 2.113
H 5.540 6.453 -1.408
H 5.687 4.755 -1.899
H 6.986 5.501 -0.986
O 0.674 -1.965 -4.929
P 1.910 -2.776 -5.392
N 1.096 -4.253 -5.445
C 0.665 -5.057 -4.325
C 0.191 -4.411 -6.583
N 2.803 -2.450 -3.972
C 2.838 -3.288 -2.791
C 2.727 -1.050 -3.526
N 3.330 -3.708 -5.924
C 3.668 -5.102 -5.707
C 4.479 -2.904 -6.325
H 0.438 -6.078 -4.658
H -0.215 -4.645 -3.827
H 1.456 -5.203 -3.593
H 0.771 -4.642 -7.481
H -0.381 -3.497 -6.774
H -0.533 -5.223 -6.453
H 1.843 -3.390 -2.331
H 3.511 -2.871 -2.025
H 3.252 -4.271 -3.000
H 1.818 -0.858 -2.944
H 2.742 -0.362 -4.379
H 3.594 -0.789 -2.903
H 3.675 -5.383 -4.654
H 4.664 -5.348 -6.096
H 2.979 -5.765 -6.243
H 5.162 -2.739 -5.486
H 4.151 -1.926 -6.695
H 5.032 -3.375 -7.145
O 5.252 0.124 -5.998
P 5.507 1.650 -5.931
N 6.026 1.775 -7.531
C 7.284 1.327 -8.083
C 4.958 1.693 -8.528
N 6.729 1.513 -4.744
C 8.149 1.403 -5.009
C 6.403 0.580 -3.655
N 5.799 3.404 -5.855
C 6.737 4.228 -6.594
C 5.295 4.061 -4.655
H 7.459 1.800 -9.058
H 7.327 0.244 -8.204
H 8.134 1.656 -7.490
H 4.427 2.649 -8.573
H 4.232 0.912 -8.278
H 5.323 1.482 -9.539
H 8.389 0.497 -5.586
H 8.727 1.357 -4.072
H 8.538 2.281 -5.517
H 6.618 -0.459 -3.932
H 5.344 0.650 -3.378
H 6.975 0.819 -2.748
H 7.769 3.888 -6.507
H 6.729 5.269 -6.249
H 6.472 4.276 -7.656
H 6.061 4.110 -3.875
H 4.434 3.514 -4.253
H 4.943 5.075 -4.870
*
```

Results
DFT total energy in Ha: -4930.91197
HOMO-LUMO gap in eV: 6.27
F_max in hartree/bohr: 0.1343